{"formula": "C15H28AsF6NP2Pt", "method": "ωB97M-V/def2-TZVPD", "symbols": ["Pt", "C", "P", "C", "C", "C", "P", "C", "C", "H", "H", "H", "H", "H", "H", "H", "H", "H", "H", "H", "H", "H", "H", "H", "H", "F", "As", "F", "F", "F", "F", "F", "C", "N", "C", "C", "C", "C", "C", "C", "C", "C", "H", "H", "H", "H", "H", "H", "H", "H", "H", "H", "H", "H"], "xyz": [[0.09138, -0.48001, -0.32595], [-0.70033, -3.51797, -2.02282], [0.16651, -2.91535, -0.56718], [-0.54577, -3.71231, 0.86992], [1.91183, -3.40610, -0.70154], [2.74172, -2.40936, 0.08686], [2.36834, -0.75976, -0.55556], [3.22718, 0.44965, 0.44092], [2.86771, -0.61397, -2.27140], [-0.54753, -4.59914, -2.08814], [-0.32270, -3.05155, -2.93130], [-1.77081, -3.33628, -1.92662], [-0.53359, -4.78919, 0.67905], [-1.57345, -3.38527, 1.02182], [0.02948, -3.48983, 1.76698], [2.17638, -3.39504, -1.76144], [2.04484, -4.43138, -0.34911], [3.81720, -2.59593, 0.00553], [2.48759, -2.40457, 1.15125], [4.28695, 0.17841, 0.35672], [2.92676, 0.39302, 1.48569], [3.11536, 1.46025, 0.05706], [3.94112, -0.81740, -2.34208], [2.68597, 0.40646, -2.61266], [2.33153, -1.30967, -2.91453], [0.50053, 0.20988, 1.67802], [-1.09855, 0.10190, 2.75272], [-1.54585, 1.56895, 2.00315], [-0.29873, 0.89549, 3.98986], [-2.62236, -0.12415, 3.41904], [-0.51468, -1.42925, 3.19241], [-1.68145, -0.71412, 1.15425], [-3.83291, 0.69782, -3.24082], [-4.22346, 0.94179, -1.87446], [-5.59650, 1.28327, -1.59323], [-3.27495, 0.74818, -0.78177], [-2.08223, 1.68039, -0.89411], [-2.30649, 2.99074, -1.31334], [-1.29627, 3.94498, -1.34547], [-0.01323, 3.62210, -0.94558], [0.24340, 2.33953, -0.46489], [-0.74577, 1.39393, -0.60319], [-4.43218, -0.13232, -3.63208], [-2.77267, 0.47372, -3.30456], [-4.07043, 1.57472, -3.84942], [-6.17726, 0.35182, -1.51287], [-6.01277, 1.85979, -2.41891], [-5.67337, 1.81681, -0.64855], [-2.98449, -0.30228, -0.78846], [-3.80012, 0.93345, 0.15458], [-3.31010, 3.28172, -1.60327], [-1.53032, 4.96268, -1.62978], [0.77224, 4.36567, -0.92264], [1.20622, 2.12358, -0.02797]], "forces_ev_per_a": [[0.04, -0.46, 0.51], [-0.06, 0.01, 0.01], [-0.11, 0.18, -0.25], [-0.05, 0.09, 0.08], [-0.02, -0.08, -0.11], [0.18, 0.05, 0.02], [-0.11, 0.03, -0.19], [0.17, -0.07, -0.03], [0.08, 0.07, 0.00], [0.01, 0.01, 0.01], [0.00, 0.01, -0.01], [-0.01, 0.01, -0.01], [0.01, 0.00, 0.01], [-0.01, 0.02, 0.02], [0.00, 0.03, 0.05], [0.04, -0.06, 0.01], [-0.05, 0.02, 0.06], [-0.01, 0.03, -0.03], [0.03, -0.03, 0.00], [0.00, 0.03, 0.05], [-0.03, 0.01, 0.00], [0.02, 0.02, -0.03], [-0.01, 0.01, 0.02], [-0.01, -0.02, -0.02], [-0.01, 0.00, 0.00], [-0.28, 0.42, 0.19], [-0.14, -0.08, 0.22], [0.02, 0.08, -0.29], [0.10, -0.03, 0.02], [0.04, -0.07, -0.03], [0.07, -0.16, -0.19], [0.12, 0.15, -0.23], [-0.01, 0.01, 0.01], [-0.02, 0.08, 0.06], [0.00, -0.03, 0.00], [-0.03, 0.04, 0.06], [0.02, -0.07, -0.15], [0.06, -0.07, -0.05], [0.03, 0.06, -0.01], [0.02, 0.05, -0.03], [0.18, -0.01, -0.14], [-0.31, -0.13, 0.19], [-0.01, 0.00, 0.00], [0.00, -0.01, 0.01], [0.00, 0.00, 0.00], [0.00, -0.01, 0.01], [0.00, -0.01, -0.01], [0.01, 0.01, 0.00], [0.04, -0.10, -0.04], [0.05, -0.03, 0.05], [0.00, 0.01, 0.01], [-0.01, 0.00, -0.02], [0.00, 0.00, 0.02], [-0.03, 0.00, 0.19]], "lowdin_charge": [1.00, -0.21, 0.79, -0.20, -0.35, -0.35, 0.78, -0.18, -0.18, 0.09, 0.06, 0.06, 0.09, 0.07, 0.06, 0.10, 0.13, 0.13, 0.11, 0.10, 0.07, 0.06, 0.09, 0.07, 0.06, -0.38, 0.84, -0.18, -0.13, -0.14, -0.18, -0.37, 0.03, -0.10, 0.04, -0.08, -0.20, 0.02, 0.02, 0.01, -0.07, -0.16, 0.14, 0.11, 0.13, 0.15, 0.13, 0.12, 0.13, 0.15, 0.14, 0.14, 0.14, 0.09], "spin_multiplicity": 2, "e_lumo_ev": [-12.7032, -12.7200], "charge": 3, "s_squared": 0.755, "de_lowest_ev": 0.3205, "total_energy_ev": -116440.0542}

---

{"formula": "C15H28AuN3O3", "method": "ωB97M-V/def2-TZVPD", "symbols": ["Au", "C", "N", "C", "C", "C", "N", "C", "C", "H", "H", "H", "H", "H", "H", "H", "H", "H", "H", "H", "H", "H", "H", "H", "H", "O", "C", "C", "C", "C", "C", "C", "C", "C", "N", "H", "H", "H", "H", "H", "H", "H", "H", "H", "H", "H", "O", "C", "O", "H"], "xyz": [[0.31488, -0.60667, -0.30096], [-0.15247, -0.11673, 2.76874], [0.83825, -0.68594, 1.83273], [0.98396, -2.13704, 2.12770], [2.13467, 0.03086, 1.95999], [3.10599, -0.35943, 0.86129], [2.54885, -0.12395, -0.49695], [3.10895, -1.10008, -1.45900], [2.79393, 1.24743, -0.98127], [0.20815, -0.22259, 3.79465], [-1.08820, -0.66125, 2.67070], [-0.31375, 0.93835, 2.55675], [1.38210, -2.26819, 3.13684], [1.65622, -2.61718, 1.41810], [0.00794, -2.60927, 2.05463], [2.57841, -0.18604, 2.93603], [1.92641, 1.10081, 1.93608], [3.36604, -1.41356, 0.93803], [4.03460, 0.20574, 0.97447], [4.20029, -1.04802, -1.42333], [2.76272, -0.86168, -2.45885], [2.79645, -2.11072, -1.19574], [3.85128, 1.35797, -1.23375], [2.55201, 1.97465, -0.21080], [2.19443, 1.43253, -1.87052], [-1.57049, -1.78249, 0.13358], [-2.88323, -1.21759, 0.35869], [-3.52598, -0.69481, -0.90674], [-2.61124, 0.21920, -1.72777], [-2.02988, 1.37043, -0.95595], [-2.74400, 2.56329, -0.84713], [-2.22379, 3.64357, -0.16464], [-0.96557, 3.53260, 0.41800], [-0.29940, 2.33749, 0.29850], [-0.82599, 1.29560, -0.36233], [-1.53411, -2.33677, -0.69826], [-2.74608, -0.41687, 1.08752], [-3.49982, -1.99105, 0.81672], [-4.43778, -0.16629, -0.61931], [-3.83429, -1.52356, -1.54644], [-3.18563, 0.63817, -2.55378], [-1.80164, -0.34781, -2.17230], [-3.71133, 2.62282, -1.32769], [-2.78468, 4.56583, -0.09031], [-0.50694, 4.35191, 0.95270], [0.67583, 2.19752, 0.73622], [-0.87276, -2.80460, -2.12266], [-0.19898, -2.04213, -2.79871], [0.33152, -0.92841, -2.38404], [-0.00581, -2.24609, -3.85948]], "forces_ev_per_a": [[0.00, -0.06, -0.10], [-0.04, 0.02, 0.02], [0.09, 0.02, 0.04], [0.00, 0.00, -0.02], [0.01, -0.05, -0.06], [-0.06, 0.02, 0.04], [-0.01, 0.01, 0.07], [0.04, -0.02, -0.03], [-0.01, 0.03, 0.00], [0.00, 0.01, 0.00], [-0.01, 0.01, -0.01], [0.01, -0.02, 0.01], [0.00, 0.00, 0.00], [0.01, 0.01, 0.00], [0.00, 0.00, 0.01], [0.00, -0.01, 0.00], [0.01, 0.00, 0.02], [0.00, -0.01, 0.00], [0.00, 0.01, -0.01], [0.00, 0.01, 0.01], [-0.01, 0.00, 0.00], [0.00, 0.01, 0.01], [0.00, -0.01, 0.00], [-0.02, 0.01, 0.02], [0.00, -0.01, 0.00], [-0.07, 0.08, 0.06], [0.02, -0.03, 0.06], [-0.02, 0.01, -0.01], [0.06, 0.09, -0.02], [-0.05, -0.03, -0.04], [0.02, 0.03, 0.01], [0.01, -0.01, 0.01], [-0.02, -0.01, -0.02], [0.01, 0.02, 0.02], [-0.08, -0.06, -0.02], [0.02, -0.03, 0.01], [0.01, -0.02, 0.01], [0.00, 0.01, 0.01], [0.00, -0.01, 0.00], [0.01, -0.01, 0.01], [0.00, 0.00, 0.00], [-0.02, 0.01, -0.02], [0.00, 0.00, 0.00], [0.00, 0.00, -0.01], [0.00, 0.00, 0.00], [0.02, 0.00, 0.00], [0.00, -0.04, 0.02], [-0.06, 0.03, -0.08], [0.08, 0.00, 0.00], [0.03, 0.00, 0.00]], "lowdin_charge": [1.36, -0.04, -0.35, -0.04, -0.16, -0.15, -0.31, -0.05, -0.04, 0.12, 0.09, 0.08, 0.12, 0.09, 0.09, 0.15, 0.11, 0.12, 0.15, 0.12, 0.09, 0.10, 0.12, 0.08, 0.11, -0.17, -0.19, -0.13, -0.11, -0.22, 0.04, 0.02, 0.00, -0.12, 0.06, 0.06, 0.11, 0.14, 0.13, 0.14, 0.14, 0.07, 0.14, 0.14, 0.13, 0.08, 0.02, -0.43, -0.20, 0.16], "spin_multiplicity": 3, "e_lumo_ev": [-6.3189, -10.1565], "charge": 2, "s_squared": 2.012, "de_lowest_ev": 0.0021, "total_energy_ev": -30296.8598}